Entry 1:
Entry from the OMol25 dataset: a molecular structure, C22H21GaIN6O4S2 at a distorted geometry (the ωB97M-V functional and the def2-TZVPD basis).

Each line ends with the Mulliken charge.
CARTESIAN COORDINATES (ANGSTROEM)
N (-2.414, 1.150, -0.815)  0.60
S (0.118, 4.269, 1.901)  -0.18
N (-0.352, 2.253, 0.407)  0.25
H (3.491, -4.268, -1.576)  0.38
C (0.010, 0.768, 4.492)  -0.93
C (-2.199, -0.010, 3.976)  -0.47
C (-0.451, -0.147, 2.312)  -0.74
N (-0.036, -0.519, 1.016)  0.87
C (1.105, 1.405, -2.263)  0.60
H (-4.228, -0.670, -2.780)  0.22
C (0.627, 2.832, 1.062)  0.12
C (2.628, -3.621, -1.495)  -1.05
H (1.466, 0.555, 2.929)  0.45
N (1.881, -3.523, -2.591)  -0.64
O (-0.129, 1.540, -2.433)  -0.68
H (3.697, -2.043, 1.056)  0.31
C (3.274, -3.038, 0.865)  -0.92
N (-3.466, -0.428, -2.172)  -0.22
H (3.028, 2.152, -2.791)  0.37
H (2.441, -4.354, 2.060)  0.32
O (2.652, -3.413, 2.079)  -0.54
C (-1.537, 2.942, 0.503)  -0.52
N (1.875, 2.351, 1.100)  -0.16
C (2.075, 1.940, -3.266)  -1.35
H (2.229, 1.170, -4.019)  0.32
H (-1.637, 0.836, 5.856)  0.44
C (0.438, 0.408, 3.227)  0.09
H (-4.166, 3.945, -0.377)  0.50
H (2.114, 1.689, 0.363)  0.28
C (0.823, -2.752, -2.613)  0.82
H (4.100, -3.715, 0.621)  0.39
H (-3.220, -0.206, 4.264)  0.45
O (1.524, 0.807, -1.231)  -0.89
O (-0.606, -1.160, -1.578)  -0.45
H (0.714, 1.194, 5.191)  0.44
H (-0.256, -1.691, -4.119)  0.31
H (2.612, 2.925, 1.475)  0.26
C (0.446, -1.958, -1.492)  -0.26
H (1.674, 2.821, -3.761)  0.38
H (1.207, -1.929, 1.829)  1.15
H (0.567, -3.171, -4.677)  0.39
C (0.011, -2.715, -3.865)  -1.25
C (2.342, -2.958, -0.323)  0.76
C (1.211, -2.101, -0.311)  0.14
H (-2.252, 4.763, 1.494)  0.51
C (-1.478, 4.058, 1.270)  -0.38
C (0.813, -1.489, 0.912)  -0.11
H (-2.665, -1.043, -2.084)  0.16
C (-1.765, -0.361, 2.711)  0.02
Ga (-0.516, 0.486, -0.696)  1.31
C (-1.308, 0.562, 4.866)  -0.64
H (-0.904, -3.286, -3.711)  0.26
C (-3.412, 0.757, -1.581)  0.36
I (-3.097, -1.326, 1.388)  0.08
C (-2.620, 2.403, -0.283)  -0.24
S (-4.689, 1.932, -1.681)  -0.22
C (-3.791, 2.979, -0.640)  -0.48

Results
total charge = +1
lowest unoccupied orbital energy = -3.1 eV
largest force on an atom = 1.2 eV/Å
ΔE to the lowest compared entry with this formula, charge and spin = 0.00 kcal per mole

=====

Entry 2:
Entry from the OMol25 dataset: a molecular structure, C22H21GaN4O5S2 (the ωB97M-V functional and the def2-TZVPD basis).

Each line ends with the Mulliken charge.
CARTESIAN COORDINATES (ANGSTROEM)
H (-1.479, 2.929, -2.887)  0.28
H (0.529, 2.540, 0.413)  0.31
C (1.488, -0.319, -3.224)  0.02
H (1.965, 3.816, -1.131)  0.36
H (0.532, -5.331, -2.619)  0.35
C (-2.017, -0.003, 0.812)  -0.90
H (0.649, -1.713, -4.628)  0.51
O (1.789, -1.172, 1.164)  -0.55
C (2.340, 0.795, -3.131)  -0.41
S (2.203, -2.396, 1.918)  1.12
H (-0.850, -5.519, -0.500)  0.31
C (2.072, -0.443, -5.585)  -0.64
O (3.347, -2.126, 2.761)  -0.71
C (1.243, 1.286, 2.725)  0.12
H (1.935, -3.747, 0.007)  0.17
N (-1.910, 2.935, -1.968)  -0.74
C (2.397, 3.360, -0.249)  -0.66
H (3.492, 1.001, -6.320)  0.35
Ga (-0.063, -0.446, 0.606)  0.27
H (2.424, 1.283, -2.168)  0.29
C (2.776, -3.486, 0.641)  -0.80
N (0.385, 0.281, -1.118)  0.93
N (-0.164, -2.231, -0.445)  0.04
H (-2.713, -0.580, 0.201)  0.41
S (-2.141, 1.758, 0.364)  -0.29
C (4.297, 2.880, 1.141)  -0.51
H (-2.327, -0.024, 1.857)  0.45
C (1.585, 2.639, 0.619)  0.42
H (3.543, -2.968, 0.073)  0.26
H (3.879, 1.710, 2.905)  0.40
H (5.361, 2.954, 1.338)  0.36
C (1.357, -0.907, -4.492)  -0.37
H (-1.063, -3.482, 0.895)  0.36
O (1.080, -3.062, 2.551)  -0.72
C (-1.347, 1.859, -1.220)  0.54
C (0.446, -2.037, -1.694)  1.37
O (0.239, 0.686, 2.197)  -0.41
H (1.412, -3.167, -3.305)  0.53
H (1.937, -0.923, -6.549)  0.34
H (-2.915, 2.836, -2.042)  0.23
O (1.511, 1.324, 3.918)  -0.77
C (3.051, 1.257, -4.221)  -0.48
C (2.122, 2.050, 1.756)  0.25
H (3.183, -4.369, 1.128)  0.42
C (2.935, 0.638, -5.465)  -0.41
C (-0.487, -4.565, -0.855)  -1.12
C (0.289, -4.443, -2.042)  -0.39
C (3.755, 3.475, 0.005)  -0.32
C (3.482, 2.185, 2.018)  -0.59
N (-0.421, 1.195, -1.775)  -0.87
C (0.759, -0.746, -2.036)  -0.78
H (4.393, 4.020, -0.683)  0.36
C (0.770, -3.240, -2.440)  -1.26
H (3.709, 2.111, -4.103)  0.39
C (-0.618, -3.432, -0.093)  0.20

Results
total charge = -2
lowest unoccupied orbital energy = 4.8 eV
largest force on an atom = 0.3 eV/Å
ΔE to the lowest compared entry with this formula, charge and spin = 12.35 kcal per mole

=====

Entry 3:
Entry from the OMol25 dataset: C22H21N3O3S in the gas phase at a distorted geometry (the ωB97M-V functional and the def2-TZVPD basis).

Each line ends with the Mulliken charge.
CARTESIAN COORDINATES (ANGSTROEM)
C (-1.577, -0.556, -1.142)  -0.32
C (2.166, -0.895, -1.516)  -0.77
H (1.854, -1.226, 3.590)  0.45
C (-0.917, 2.277, 1.097)  -0.89
C (-0.353, -1.053, -1.555)  -1.66
H (6.354, -1.383, -0.893)  0.25
O (-5.004, 1.397, 0.916)  -0.67
N (-2.847, 1.185, 0.252)  0.09
C (-0.559, 1.136, 0.196)  1.03
C (-1.728, 0.549, -0.295)  0.33
C (4.736, -0.841, 2.104)  0.37
O (3.522, -1.515, 2.227)  -0.26
H (1.008, -0.867, -4.081)  0.44
H (-0.559, 2.133, 2.089)  0.38
C (-2.924, 3.682, 0.325)  -1.54
N (3.211, -0.741, -0.598)  -0.34
H (-2.842, 2.362, 1.997)  0.34
H (-2.686, 3.672, -0.761)  0.36
C (-4.182, 0.753, 0.254)  0.30
H (5.593, 0.840, 3.180)  0.49
H (-4.730, -2.619, -0.789)  0.26
H (-4.450, -1.962, 0.917)  0.22
O (6.953, -1.166, 1.299)  -0.62
C (-4.792, -0.334, -0.624)  -0.10
C (4.787, 0.139, 3.044)  -0.29
C (2.567, -1.453, -2.717)  0.81
H (-0.282, -1.890, -2.201)  0.59
H (-2.455, -1.066, -1.536)  0.14
C (-2.446, 2.365, 0.995)  -0.02
H (-4.008, 3.877, 0.371)  0.36
H (-4.585, -0.190, -1.684)  0.54
C (1.788, -1.574, -3.983)  -1.55
C (0.692, 0.636, -0.149)  -0.89
C (3.597, 0.075, 3.845)  -0.52
H (3.296, 0.753, 4.646)  0.39
C (0.833, -0.435, -1.054)  1.04
C (5.743, -1.093, 1.042)  0.15
C (4.333, -1.259, -1.009)  0.53
H (-6.740, -1.196, -1.160)  0.23
H (1.614, 1.085, 0.185)  0.53
H (-2.436, 4.548, 0.767)  0.42
H (-6.642, -0.552, 0.609)  0.27
C (-6.132, -0.921, -0.285)  -0.65
H (2.481, -1.412, -4.812)  0.45
C (2.836, -0.905, 3.278)  -0.33
N (5.525, -1.306, -0.325)  -0.11
H (1.411, -2.598, -4.046)  0.32
H (-0.409, 3.167, 0.738)  0.35
C (-4.886, -1.782, -0.093)  -0.58
S (4.269, -1.840, -2.655)  -0.32

Results
SMILES = Cc1sc(NC(=O)c2ccco2)nc1-c1ccc2c(c1)C[C@@H](C)N2C(=O)C1CC1
lowest unoccupied orbital energy = 0.4 eV
largest force on an atom = 3.3 eV/Å
ΔE to the lowest compared entry with this formula, charge and spin = 62.18 kcal per mole

=====

Entry 4:
Entry from the OMol25 dataset: a molecular structure, C22H22BN2O4PdS2 at a distorted geometry (the ωB97M-V functional and the def2-TZVPD basis).

Each line ends with the Mulliken charge.
CARTESIAN COORDINATES (ANGSTROEM)
C (-1.402, 3.513, -1.209)  -0.90
C (5.712, 2.415, 0.896)  -0.44
C (-0.641, 2.435, -1.599)  -0.60
C (4.803, 2.614, -0.137)  -1.00
C (-0.329, -2.268, 0.938)  -0.57
C (-2.405, -1.919, 4.071)  -0.69
S (-1.587, -0.960, -3.017)  -0.50
O (2.830, 1.594, -1.219)  -0.50
Pd (0.428, -0.280, -1.756)  0.32
C (-1.751, -1.626, 2.748)  0.43
H (0.304, -2.982, 0.422)  0.47
C (-1.882, -0.396, 2.154)  -0.48
B (2.108, 0.416, -0.956)  0.28
H (-3.207, 5.226, -0.331)  0.32
C (0.120, -3.070, -3.169)  0.62
H (-2.758, -2.979, -4.680)  0.30
C (-2.885, 4.604, 0.520)  -0.68
C (4.650, 0.339, 1.552)  -0.92
H (4.849, 3.478, -0.781)  0.43
C (3.747, 0.530, 0.526)  0.62
O (-2.050, -0.982, 5.078)  -0.52
C (0.464, -4.518, -3.403)  -1.69
H (-2.504, 0.349, 2.629)  0.43
H (-0.051, 2.488, -2.512)  0.48
H (6.360, 1.174, 2.512)  0.36
C (-2.288, -3.444, -3.815)  -1.40
H (6.498, 3.138, 1.058)  0.36
H (-3.038, -3.495, -3.026)  0.24
H (-0.804, -3.572, 2.586)  0.33
C (-1.144, -2.589, -3.343)  0.47
C (-2.031, 2.251, 0.722)  -0.63
H (-4.466, 4.973, 1.595)  0.29
O (-4.005, 4.191, 1.276)  -0.51
C (-0.937, -2.600, 2.135)  -0.88
S (1.467, -2.090, -2.674)  -0.55
C (3.825, 1.657, -0.310)  0.83
O (2.708, -0.230, 0.134)  -0.38
N (-0.557, 1.299, -0.921)  0.06
H (-0.202, -5.163, -2.829)  0.32
H (-2.135, -2.938, 4.395)  0.28
H (-2.216, 5.221, 1.146)  0.27
H (-1.451, 4.405, -1.815)  0.37
C (5.636, 1.303, 1.720)  -0.47
H (-3.496, -1.861, 3.986)  0.30
H (-2.570, 2.165, 1.652)  0.45
H (4.590, -0.521, 2.198)  0.45
C (-1.274, 1.143, 0.254)  0.13
N (-0.456, -1.098, 0.351)  0.39
H (-1.137, -0.718, 4.917)  0.34
C (-1.214, -0.108, 0.930)  0.75
H (1.486, -4.692, -3.077)  0.39
H (-1.985, -4.453, -4.077)  0.36
C (-2.112, 3.415, 0.013)  0.57
H (0.384, -4.782, -4.459)  0.33

Results
total charge = -1
lowest unoccupied orbital energy = 1.9 eV
largest force on an atom = 4.0 eV/Å

=====

Entry 5:
Entry from the OMol25 dataset: a molecular structure, C22H22ClN4O7SSc (the ωB97M-V functional and the def2-TZVPD basis).

Each line ends with the Mulliken charge.
CARTESIAN COORDINATES (ANGSTROEM)
C (-4.236, 5.372, -1.775)  -0.48
O (-0.827, -1.176, 1.413)  -0.42
H (3.465, -3.036, -0.165)  0.42
C (2.442, 2.082, 5.493)  -1.52
H (-4.892, 6.186, -2.055)  0.38
H (4.020, -1.443, 0.430)  0.34
H (2.450, 1.604, 6.472)  0.39
C (0.213, -4.116, -2.811)  -0.61
C (3.473, -2.349, 0.681)  -1.19
H (-2.854, 6.637, -0.728)  0.37
N (-2.844, -1.584, -0.146)  -0.37
H (-5.425, 3.867, -2.734)  0.36
O (0.078, 1.385, 0.096)  -0.19
C (1.118, -4.636, -3.700)  -0.54
C (2.817, 1.340, 3.119)  -0.96
C (-2.244, 4.594, -0.665)  -0.38
C (0.936, -0.460, -3.231)  -0.22
Sc (-0.690, -0.558, -0.539)  0.81
C (-1.726, -1.939, 1.946)  0.50
H (-3.910, 2.009, -2.088)  0.41
H (-3.606, -2.613, 1.493)  0.24
O (-2.137, 0.972, -0.891)  -0.73
H (-1.355, 4.782, -0.083)  0.43
H (2.534, -1.785, -4.847)  0.40
C (-4.535, 4.074, -2.155)  -0.54
H (-0.442, -4.764, -2.245)  0.44
H (1.186, -5.707, -3.845)  0.42
H (3.357, 2.664, 5.387)  0.38
C (-2.559, 3.299, -1.058)  0.31
C (2.013, -0.764, 2.336)  0.78
C (0.112, -2.719, -2.593)  0.23
C (-3.697, 3.026, -1.799)  -0.34
O (1.378, -1.160, -0.206)  -0.16
H (1.602, 2.781, 5.474)  0.29
N (-1.705, 2.207, -0.706)  1.18
S (1.765, -1.949, 1.040)  0.46
O (-0.751, -2.251, -1.755)  -0.49
Cl (3.097, -4.491, -5.559)  -0.24
N (-2.752, -2.303, 1.058)  -0.32
O (-1.741, -2.373, 3.082)  -0.72
N (-0.566, 2.438, -0.187)  -0.63
H (-2.994, -2.221, -0.919)  0.28
C (2.671, 0.431, 2.088)  -0.41
C (1.632, -0.126, 4.602)  -0.78
H (0.879, -1.942, 3.724)  0.32
H (3.908, -2.832, 1.555)  0.42
H (1.205, -0.334, 5.576)  0.37
C (1.965, -3.795, -4.436)  0.14
C (1.890, -2.441, -4.272)  -0.86
H (-3.566, -0.871, -0.118)  0.31
H (1.544, 0.101, -3.958)  0.35
O (0.281, 0.184, -2.412)  -0.42
H (3.325, 2.279, 2.935)  0.34
C (2.307, 1.070, 4.390)  0.99
C (1.466, -1.044, 3.577)  -0.45
H (3.030, 0.663, 1.093)  0.32
C (0.983, -1.889, -3.349)  1.06
C (-3.091, 5.626, -1.032)  -0.48

Results
lowest unoccupied orbital energy = -0.1 eV
largest force on an atom = 0.2 eV/Å
ΔE to the lowest compared entry with this formula, charge and spin = 0.00 kcal per mole